Entry from the Open Molecules 2025 dataset: a 2-piece molecular cluster, C6H18NSi overall at a distorted geometry (the ωB97M-V functional and the def2-TZVPD basis).

Positions of all 26 atoms, in Å:
C: -1.127 -1.620 -1.224
C: -0.644 0.730 1.892
C: -1.438 1.974 -0.520
C: -1.096 -1.214 0.254
C: 1.703 -0.374 0.933
C: -0.300 0.049 0.556
N: -0.175 1.170 -0.449
Si: 2.970 -0.549 -0.558
H: -1.844 -1.132 -1.834
H: -0.174 -1.485 -1.716
H: -1.217 -2.751 -1.150
H: -0.040 1.718 1.941
H: -1.662 1.160 1.958
H: -0.510 0.055 2.684
H: -1.346 2.811 0.253
H: -1.538 2.673 -1.408
H: -2.302 1.354 -0.148
H: -0.591 -2.022 0.724
H: -2.162 -1.326 0.698
H: 1.627 -1.030 1.742
H: 1.743 0.613 1.429
H: -0.047 0.665 -1.445
H: 0.588 1.727 -0.232
H: 2.788 0.904 -0.942
H: 2.593 -1.560 -1.526
H: 4.121 -0.680 0.187

Cartesian forces (eV/Å) of the 6 atoms listed first:
0.78 -2.02 1.15
0.08 2.67 -1.81
-0.54 2.76 1.49
-1.48 0.48 -0.86
-3.24 2.29 -2.02
3.19 -0.21 2.71

Its HOMO energy is -0.4936 Ha. As for the charge: +1. The gap between HOMO and LUMO comes out at 10.41 eV. The energy relative to the best compared isomer or geometry (same formula, charge and spin) is 321.7 kJ/mol.

Here are the natural (NBO) charges for atoms 1 to 6, given in e: -0.63, -0.67, -0.47, -0.49, -0.73, 0.22

=====

Entry from the Open Molecules 2025 dataset: C33H30AuBBrF4N5P as an isolated structure at a distorted geometry (the ωB97M-V functional and the def2-TZVPD basis).

Positions of all 76 atoms, in Å:
Au: 0.492 -1.191 -0.522
B: 1.190 -4.164 1.332
N: 2.218 -3.035 1.380
C: 3.354 -3.057 2.091
C: 3.993 -1.840 1.947
C: 3.150 -1.113 1.114
N: 2.087 -1.842 0.799
N: 0.601 -4.360 -0.058
C: 0.112 -5.521 -0.520
C: -0.378 -5.320 -1.793
C: -0.150 -3.967 -2.042
N: 0.433 -3.416 -0.982
H: 0.293 -3.891 2.091
H: 1.704 -5.178 1.682
H: 3.648 -3.924 2.647
H: 4.919 -1.518 2.373
H: 3.265 -0.108 0.755
H: 0.136 -6.407 0.079
H: -0.835 -6.031 -2.448
H: -0.374 -3.377 -2.907
F: 4.724 5.495 -1.523
C: 3.922 4.529 -1.101
C: 2.987 4.781 -0.097
F: 2.893 5.989 0.445
C: 2.146 3.760 0.328
F: 1.270 4.023 1.298
C: 2.200 2.478 -0.219
P: 0.966 1.202 0.301
C: 1.231 1.123 2.092
C: 2.354 1.650 2.722
C: 2.492 1.538 4.093
C: 1.530 0.877 4.840
C: 0.427 0.317 4.211
C: 0.280 0.434 2.842
C: -0.538 2.211 0.100
C: -0.924 2.468 -1.214
C: -2.029 3.256 -1.477
C: -2.766 3.779 -0.426
C: -2.390 3.513 0.882
C: -1.278 2.735 1.154
C: 3.146 2.244 -1.216
Br: 3.305 0.544 -2.025
C: 3.998 3.253 -1.654
F: 4.883 3.000 -2.613
H: 3.120 2.153 2.149
H: 3.355 1.977 4.572
H: 1.644 0.791 5.909
H: -0.323 -0.204 4.788
H: -0.578 -0.003 2.348
H: -0.355 2.043 -2.028
H: -2.309 3.467 -2.499
H: -3.631 4.395 -0.622
H: -2.961 3.922 1.701
H: -0.982 2.554 2.177
C: -4.984 -0.871 -0.571
N: -3.698 -1.335 -0.145
C: -3.062 -0.586 0.892
C: -2.881 -2.067 -1.062
C: -2.215 -1.195 -2.127
C: -2.965 -0.877 -3.257
C: -2.399 -0.196 -4.316
C: -1.069 0.173 -4.253
C: -0.334 -0.118 -3.119
C: -0.892 -0.781 -2.029
H: -5.642 -0.767 0.294
H: -5.428 -1.584 -1.261
H: -4.922 0.108 -1.065
H: -3.677 -0.635 1.793
H: -2.932 0.473 0.631
H: -2.087 -1.025 1.100
H: -3.513 -2.810 -1.557
H: -2.104 -2.589 -0.499
H: -3.991 -1.204 -3.331
H: -2.982 0.007 -5.201
H: -0.597 0.680 -5.080
H: 0.709 0.162 -3.091

Cartesian forces (eV/Å) of the 6 atoms listed first:
0.93 -1.47 0.01
-0.70 0.03 1.13
0.62 -0.32 0.11
-0.08 0.23 -0.33
-0.23 0.27 -0.18
0.60 -0.06 0.45

Its HOMO energy is -0.3791 Ha. As for the charge: +1. The gap between HOMO and LUMO comes out at 5.18 eV.

Here are the Mulliken charges for atoms 1 to 6, given in e: 0.58, 0.27, -0.18, -0.27, -1.26, -0.36

=====

Entry from the Open Molecules 2025 dataset: a 2-piece molecular cluster, CH4BrN2 overall at a distorted geometry (the ωB97M-V functional and the def2-TZVPD basis).

Positions of all 8 atoms, in Å:
C: 0.531 -0.331 -0.019
N: 1.094 0.806 0.058
N: -1.664 -0.337 -0.391
Br: 1.208 -1.987 -0.047
H: 0.557 1.675 0.028
H: 2.114 0.902 0.104
H: -1.927 0.467 0.177
H: -1.914 -1.195 0.092

Cartesian forces (eV/Å) of the 6 atoms listed first:
-4.72 -0.18 -0.52
0.53 0.24 -0.08
3.92 0.47 -0.33
0.36 0.05 0.02
0.04 -0.32 0.00
-0.25 -0.05 0.02

Its HOMO energy (spin up / spin down) is -0.5654 / -0.5663 Ha. As for the charge: +1. The gap between HOMO and LUMO (spin up / spin down) comes out at 9.27 / 9.27 eV. The energy relative to the best compared isomer or geometry (same formula, charge and spin) is 410.5 kJ/mol.

Here are the natural (NBO) charges for atoms 1 to 6, given in e: 0.31, -0.70, -0.60, 0.37, 0.46, 0.45

=====

Entry from the Open Molecules 2025 dataset: a 2-piece molecular cluster, C12H17N overall at a distorted geometry (the ωB97M-V functional and the def2-TZVPD basis).

Positions of all 30 atoms, in Å:
C: 2.066 -2.743 -0.341
C: 1.380 -1.622 0.378
C: 0.505 -1.771 1.422
N: 0.233 -0.551 1.993
C: 0.767 0.441 1.193
C: 0.639 1.833 1.166
C: 1.400 2.591 0.316
C: 2.184 1.921 -0.631
C: 2.384 0.564 -0.625
C: 1.659 -0.197 0.275
H: 2.601 -2.298 -1.187
H: 1.323 -3.295 -0.917
H: 2.646 -3.418 0.280
H: 0.179 -2.713 1.830
H: -0.528 -0.121 2.488
H: 0.128 2.122 2.098
H: 1.435 3.666 0.439
H: 2.777 2.519 -1.320
H: 3.098 0.150 -1.332
C: -1.627 1.117 -1.248
C: -2.951 0.644 -0.637
C: -2.978 -0.801 -0.167
H: -1.128 0.241 -1.686
H: -1.767 1.825 -2.068
H: -0.871 1.494 -0.561
H: -3.778 0.721 -1.343
H: -3.051 1.296 0.235
H: -2.019 -1.143 0.258
H: -3.105 -1.473 -0.997
H: -3.599 -1.001 0.690

Cartesian forces (eV/Å) of the 6 atoms listed first:
-0.87 0.72 -1.29
0.52 0.15 1.29
0.50 -0.35 -0.44
-0.53 2.53 -0.49
2.57 -0.77 -1.85
-0.24 -1.18 2.95

Its HOMO energy is -0.2922 Ha. The gap between HOMO and LUMO comes out at 8.88 eV. As for the SMILES: Cc1c[nH]c2ccccc12.CCC. The energy relative to the best compared isomer or geometry (same formula, charge and spin) is 130.2 kJ/mol.

Here are the natural (NBO) charges for atoms 1 to 6, given in e: -0.64, -0.07, -0.04, -0.54, 0.15, -0.25

=====

Entry from the Open Molecules 2025 dataset: an isolated ion of composition C2H3O3 and charge +1 at a distorted geometry (the ωB97M-V functional and the def2-TZVPD basis).

Positions of all 8 atoms, in Å:
C: -0.006 0.152 0.441
C: -0.165 0.106 -0.877
O: -1.461 1.528 -3.650
O: -0.834 0.980 -1.610
O: -1.131 0.633 -2.971
H: 0.774 -0.368 0.842
H: -0.688 0.738 1.116
H: 0.419 -0.800 -1.332

Cartesian forces (eV/Å) of the 6 atoms listed first:
-3.03 3.05 2.76
0.92 -1.76 -5.01
-0.74 2.66 -0.88
0.91 0.95 5.15
0.61 -4.70 -2.28
1.87 -1.51 1.19

Its HOMO energy (spin up / spin down) is -0.6315 / -0.6127 Ha. As for the charge: +1. The gap between HOMO and LUMO (spin up / spin down) comes out at 10.69 / 7.54 eV. The energy relative to the best compared isomer or geometry (same formula, charge and spin) is 799.8 kJ/mol.

Here are the natural (NBO) charges for atoms 1 to 6, given in e: -0.10, 0.21, 0.08, -0.14, 0.21, 0.23

=====

Entry from the Open Molecules 2025 dataset: a 14-piece molecular cluster, C22H72N10O14 overall at a distorted geometry (the ωB97M-V functional and the def2-TZVPD basis).

Positions of all 118 atoms, in Å:
C: -2.214 -3.164 -0.764
O: -2.161 -1.792 -1.166
H: -2.745 -3.842 -1.433
H: -1.246 -3.581 -0.487
H: -2.752 -3.224 0.182
H: -1.555 -1.321 -0.589
C: 3.673 -1.045 -4.464
O: 3.840 -2.385 -4.803
H: 4.435 -0.329 -4.772
H: 2.717 -0.762 -4.904
H: 3.514 -0.867 -3.400
H: 2.949 -2.713 -4.660
C: -2.683 3.301 -1.531
O: -1.702 3.957 -2.237
H: -3.648 3.365 -2.035
H: -2.521 2.227 -1.444
H: -2.942 3.720 -0.559
H: -0.895 3.770 -1.751
C: 0.171 2.713 -4.950
O: -0.162 3.987 -4.634
H: 0.586 2.384 -3.998
H: -0.576 2.049 -5.386
H: 0.985 2.595 -5.665
H: -0.909 3.978 -4.031
C: 1.275 -3.848 -3.025
O: 1.318 -3.247 -4.328
H: 1.864 -4.741 -2.817
H: 1.397 -3.150 -2.197
H: 0.266 -4.235 -2.885
H: 0.595 -2.621 -4.413
C: 1.205 -4.383 1.809
O: 0.501 -4.388 0.818
N: 2.510 -4.437 1.739
N: 0.736 -4.100 2.924
H: 3.121 -4.521 2.539
H: 2.972 -4.450 0.841
H: -0.269 -4.134 3.022
H: 1.328 -3.974 3.732
C: -1.698 2.673 2.058
O: -0.686 1.964 2.265
N: -2.930 2.473 2.591
N: -1.698 3.823 1.422
H: -3.796 2.954 2.399
H: -2.886 1.604 3.104
H: -0.962 4.022 0.760
H: -2.645 4.093 1.195
C: -1.438 -0.646 -4.440
O: -0.499 -1.360 -4.281
N: -2.215 -0.110 -3.532
N: -1.982 -0.308 -5.614
H: -3.126 0.240 -3.792
H: -2.159 -0.539 -2.619
H: -2.677 0.414 -5.745
H: -1.583 -0.773 -6.417
C: 0.973 5.495 -0.673
O: 0.305 4.473 -0.581
N: 1.895 5.796 0.170
N: 1.013 6.236 -1.795
H: 1.942 5.098 0.898
H: 2.448 6.630 0.034
H: 1.847 6.739 -2.062
H: 0.402 5.903 -2.528
C: 2.469 2.933 3.135
O: 3.489 3.287 3.733
N: 2.250 1.727 2.845
N: 1.502 3.699 2.794
H: 1.496 1.487 2.217
H: 3.048 1.112 2.912
H: 1.513 4.642 3.154
H: 0.689 3.148 2.561
C: 1.274 1.063 -1.043
C: 0.714 -0.331 -0.622
C: 1.619 -1.128 0.240
O: -0.467 -0.221 0.075
H: 2.122 0.966 -1.721
H: 1.679 1.620 -0.197
H: 0.522 1.684 -1.530
H: 0.379 -0.917 -1.478
H: 2.572 -0.643 0.448
H: 1.960 -2.054 -0.222
H: 1.350 -1.299 1.282
H: -0.253 0.538 0.621
C: -2.050 0.207 4.750
C: -2.004 -0.670 3.463
C: -0.757 -1.442 3.291
O: -3.147 -1.488 3.556
H: -2.117 -0.407 5.648
H: -2.939 0.836 4.706
H: -1.290 0.980 4.860
H: -2.252 -0.066 2.590
H: 0.002 -0.671 3.157
H: -0.709 -1.974 2.341
H: -0.477 -2.007 4.180
H: -3.941 -0.966 3.418
C: -5.742 -2.273 -0.012
C: -5.226 -0.926 -0.570
C: -4.126 -0.265 0.278
O: -4.732 -1.164 -1.870
H: -5.858 -2.134 1.062
H: -4.862 -2.912 -0.089
H: -6.658 -2.718 -0.401
H: -5.994 -0.153 -0.583
H: -3.362 0.332 -0.222
H: -3.485 -1.051 0.676
H: -4.548 0.328 1.089
H: -3.789 -1.345 -1.854
C: 5.741 -1.459 2.168
C: 5.145 -2.154 3.341
C: 3.772 -1.620 3.679
O: 5.043 -3.516 3.101
H: 5.088 -1.614 1.310
H: 6.634 -2.070 2.044
H: 5.896 -0.380 2.196
H: 5.876 -1.979 4.130
H: 3.307 -2.206 4.471
H: 3.096 -1.556 2.826
H: 3.831 -0.663 4.199
H: 5.886 -3.835 2.771

Cartesian forces (eV/Å) of the 6 atoms listed first:
0.09 -0.24 1.34
-0.23 -1.24 -1.03
0.16 0.58 -0.54
0.28 0.13 -0.55
-0.32 0.03 0.20
0.20 0.32 0.47

Its HOMO energy is -0.3304 Ha. The gap between HOMO and LUMO comes out at 9.15 eV. The energy relative to the best compared isomer or geometry (same formula, charge and spin) is 126.0 kJ/mol.

Here are the Mulliken charges for atoms 1 to 6, given in e: -0.79, 0.23, 0.37, 0.17, 0.28, 0.01